Density functional theory data (the ωB97M-V functional and the def2-TZVPD basis) for a structure of composition C34H43AsMnN2P2S at a distorted geometry.

Structure (XYZ):
```
84
Properties=species:S:1:pos:R:3
H 3.239 -2.769 1.616
C 0.509 -0.785 -5.207
H -3.537 -2.912 -0.155
H -3.331 2.327 -6.528
H 0.419 -0.206 -6.118
H 0.393 0.834 4.680
C -3.544 -0.865 0.028
S 0.745 0.084 -1.306
H -3.039 3.629 -2.850
H -5.396 0.358 -1.438
N -3.443 -2.140 -0.813
C 0.783 -2.271 -2.842
C 2.599 -2.413 0.805
C -2.048 -0.513 3.346
H 4.445 4.894 -2.877
H 3.239 0.368 -4.507
C -0.345 2.613 -4.961
C -4.448 0.884 -1.487
C 0.586 -0.154 -3.972
C -4.343 2.021 -2.259
C -3.135 2.717 -2.273
C 0.696 -0.886 -2.795
H -4.442 -3.195 -2.338
C -3.357 0.402 -0.747
H -0.407 5.456 -6.784
C 0.581 -2.171 -5.256
H -1.194 2.903 -1.442
C -2.076 2.279 -1.501
H 1.229 -3.458 3.298
H 0.536 -2.678 -6.210
H 0.439 -1.435 4.316
H 1.683 -1.012 3.160
H -4.537 -0.919 0.473
H 3.041 -2.725 -0.143
H -0.626 2.029 3.829
C 2.846 3.534 -3.291
H 6.206 3.297 -3.555
C -1.257 2.251 1.299
C 0.727 -2.903 -4.081
H -5.509 -2.259 -1.254
C -2.170 1.123 -0.728
H -2.577 4.489 -7.458
H -2.082 -3.313 -1.904
C -2.379 2.745 -6.226
H -5.195 2.380 -2.821
H -2.794 -0.968 0.801
H -1.915 -0.564 4.427
H -0.458 -3.211 2.891
C 2.512 2.262 -3.761
C 3.496 1.354 -4.141
As 0.693 1.718 -3.665
H 0.872 -2.842 -1.925
H 0.400 -5.473 1.190
H 1.025 1.749 3.294
C -1.952 3.962 -6.749
C 1.301 -4.893 0.979
C 4.826 1.741 -4.074
H 2.080 4.234 -2.980
H 5.600 1.051 -4.382
H 1.686 -5.215 0.010
H 2.048 -5.117 1.743
C 0.667 -1.405 3.247
C -2.127 -2.302 -1.506
C 5.165 3.009 -3.616
Mn -0.458 0.761 0.342
N -1.677 3.174 1.855
H -4.514 -1.417 -2.475
C -0.731 4.511 -6.370
C -4.566 -2.262 -1.795
P -0.444 -0.073 2.621
C -1.585 2.068 -5.314
H 1.031 4.267 -5.177
H -2.398 -1.484 2.993
H -1.313 -2.143 -0.805
C 4.178 3.907 -3.231
H -2.073 -1.569 -2.308
H 2.586 -1.324 0.810
P 0.907 -3.105 0.923
H -2.792 0.252 3.122
H 0.794 -3.983 -4.129
C 0.076 3.846 -5.463
C 0.141 1.269 3.713
H -1.919 1.127 -4.896
C 0.553 -2.832 2.709
```

As for the net charge: +2. The calculation puts the gap between HOMO and LUMO (alpha / beta) at 6.477 / 5.997 eV. Its expectation value of S² is 4.197. The calculation puts the LUMO energy (alpha / beta) at -6.57 / -7.37 eV. The spin multiplicity is 4.

Density functional theory data (the ωB97M-V functional and the def2-TZVPD basis) for a cluster of 9 separate species, C34H43F8NO27 in total at a distorted geometry.

Structure (XYZ):
```
113
Properties=species:S:1:pos:R:3
H 1.367 1.047 2.784
H 3.549 2.047 -0.360
C -4.086 -8.895 2.911
O 2.684 -0.517 -2.880
C 3.194 6.278 -3.968
H 0.216 3.935 -0.513
C 6.463 -4.741 -3.249
H -1.436 3.822 -5.774
C 2.405 -2.646 -3.618
C -5.325 -4.835 0.703
C -1.329 4.277 1.028
H 1.517 -3.046 -3.121
H 2.949 -0.961 -4.872
C 2.280 -1.216 -4.046
H 5.736 -4.479 -4.023
H -5.463 -9.495 5.209
O 6.700 -8.080 -3.464
O 5.655 -6.565 -2.156
C -3.538 -2.642 3.910
C -5.800 -5.524 1.943
C 0.443 0.392 2.583
C 6.534 -6.949 -3.121
O -0.014 6.168 3.305
O 0.985 3.270 -7.012
H 3.535 5.269 -4.214
H 2.647 6.636 5.923
H -5.168 -6.355 2.266
H 3.600 8.119 4.251
C -3.676 -1.228 3.452
C 5.855 -5.169 -1.952
O -3.570 -7.998 2.320
H 2.967 2.689 1.888
C 2.515 8.152 4.352
C 3.460 -1.362 -2.157
C -1.196 2.972 -6.419
O 1.846 1.796 -5.528
H 1.269 7.301 -3.776
C 1.389 1.464 -0.362
H 2.591 0.316 1.165
O 7.196 -5.883 -3.651
F 1.047 5.372 -4.294
H -4.438 -3.054 4.377
C -4.776 -10.112 4.623
F 7.328 -3.713 -3.068
H 0.341 1.835 -0.141
O -2.814 0.765 -1.176
O -3.332 -0.496 4.631
O 3.807 6.703 -2.759
H 4.911 -4.663 -1.747
C -5.367 -10.668 3.365
H -5.681 -3.804 0.629
O -3.709 -9.315 4.151
H 2.489 3.282 -1.172
C -3.001 0.951 0.082
H -4.858 -11.575 3.027
H -2.127 2.506 -6.745
C -7.007 -6.233 0.232
C -2.568 -1.318 5.392
H -3.185 3.616 -0.044
H 3.355 4.226 0.984
O -5.134 -9.622 2.432
F -0.537 4.631 -7.959
O -2.496 -2.575 4.865
O 0.745 7.031 5.252
F -5.952 -4.642 2.961
O -3.933 0.136 0.736
C 2.532 2.574 -0.275
O 1.724 6.005 -2.246
H -4.239 -4.837 0.614
H 1.376 1.106 -1.452
H -1.871 5.270 0.938
F 1.918 8.377 6.622
H -0.447 1.116 2.645
H -4.687 -0.991 3.122
C -2.131 3.193 0.163
H -2.979 -0.972 2.646
H -0.384 2.682 -8.430
H -6.432 -10.878 3.461
H 0.375 -0.440 3.349
C 0.183 4.490 0.472
H 1.370 4.798 2.305
C 0.904 2.324 -6.032
F -3.140 -3.451 2.892
H -1.651 2.974 -0.850
F -4.268 -11.099 5.403
H 1.261 -0.951 -4.327
O 4.036 -1.046 -1.165
C 2.571 3.410 1.083
O 0.481 -0.196 1.268
H 2.186 9.193 4.279
O -2.028 -0.987 6.409
H 6.525 -5.020 -1.101
C 2.917 6.443 -1.756
O 1.885 7.386 3.336
N -2.284 1.905 0.892
H 1.881 -0.712 -0.169
O -5.929 -5.621 -0.324
H 3.448 6.946 -4.792
H -1.334 3.921 2.105
O 3.487 -2.614 -2.704
C 1.738 6.325 -3.621
O -0.385 2.050 -5.704
H 0.649 3.140 2.257
O -7.796 -6.892 -0.381
C 0.791 6.802 3.905
C -0.312 3.350 -7.567
O -7.077 -6.013 1.574
C 1.154 3.924 1.601
O 3.156 6.590 -0.599
C 1.661 0.160 0.530
C 2.035 7.484 5.603
F 2.745 -3.445 -4.666
H 0.332 5.604 0.300
```

As for the net charge: -2. The calculation puts the gap between HOMO and LUMO at 1.474 eV. The calculation puts the LUMO energy at 2.92 eV.